C13H30ClLiN2O7 | wB97M-V/def2-TZVPD

The HOMO-LUMO gap is 4.06 eV. The calculation puts the highest occupied orbital energy at 0.48 eV. The net charge is -2. For the calculated total energy, the calculation gives -43985.6849 eV.

Atoms and positions in Å:
H -11.262 19.428 12.067
O -11.494 17.911 10.663
H -21.625 14.390 12.649
N -14.163 16.592 9.822
O -14.981 16.039 11.771
C -10.634 18.696 11.560
H -13.236 15.043 10.812
C -22.681 16.256 11.996
H -10.160 18.112 12.349
H -23.657 15.912 12.339
H -12.937 17.362 12.107
C -15.265 17.222 11.910
H -13.577 18.485 9.241
H -16.822 20.242 7.637
H -20.055 16.029 11.634
C -13.963 17.582 8.769
C -16.540 15.882 11.774
C -19.644 14.155 10.837
H -13.203 17.277 8.050
O -15.476 17.770 12.988
H -18.280 15.481 9.921
H -23.773 18.171 13.489
O -22.045 17.074 13.007
O -17.784 15.237 11.919
C -21.815 14.978 11.751
H -9.930 19.168 10.874
H -15.823 15.071 11.904
H -17.533 13.954 10.199
H -14.540 17.125 10.593
H -22.559 18.965 12.507
H -22.856 16.782 11.058
H -16.326 16.496 10.899
C -12.964 15.964 10.298
C -22.698 18.300 13.360
H -17.071 18.934 6.505
H -19.947 13.667 9.911
Li -15.437 16.288 10.382
O -15.261 17.917 10.861
C -12.313 16.917 11.332
H -19.653 13.487 11.698
H -15.555 17.076 7.457
H -16.276 16.509 12.626
N -20.526 15.296 11.123
H -16.041 18.163 8.805
H -22.309 18.818 14.236
Cl -16.329 15.665 8.979
H -16.177 20.400 5.963
H -22.392 14.272 11.154
C -18.195 14.686 10.663
H -11.712 16.198 11.889
O -15.117 19.098 7.178
C -15.264 17.922 8.080
C -16.372 19.720 6.793
H -12.412 15.654 9.410

C5H10N2O | wB97M-V/def2-TZVPD

The HOMO-LUMO gap is 9.41 eV. The calculation puts the highest occupied orbital energy at -8.62 eV. The net charge is 0. For the calculated total energy, the calculation gives -10374.1933 eV. Its SMILES is Cc1c[nH]cn1.CO.

Atoms and positions in Å:
H 0.121 0.982 1.416
H 1.175 0.035 2.514
C -1.297 -1.107 -0.574
H 1.206 1.926 3.679
O 1.041 2.166 2.748
C -0.563 -0.185 -1.273
C 0.409 -2.068 -1.543
H 1.964 0.940 1.331
C -0.733 1.294 -1.352
H -2.168 -0.937 0.025
N 0.497 -0.802 -1.861
C 1.053 0.966 1.943
H 0.143 1.651 -1.889
H 1.079 -2.847 -1.858
N -0.658 -2.302 -0.755
H -0.690 1.736 -0.355
H -1.598 1.709 -1.867
H -0.979 -3.158 -0.330

C24H43Cl2GdN4O4SSi | wB97M-V/def2-TZVPD

The HOMO-LUMO gap (alpha / beta) is 4.35 / 6.39 eV. The calculation puts the highest occupied orbital energy (alpha / beta) at -6.51 / -6.51 eV. The net charge is 0. As for the spin multiplicity: 8. For the calculated total energy, the calculation gives -104331.5757 eV.

Atoms and positions in Å:
H -3.153 -4.431 -0.713
H -2.485 -0.976 -0.679
H -1.040 -2.994 -2.592
H 0.535 -0.259 -2.077
C 3.361 2.599 -0.850
H 6.397 1.727 0.129
C 5.674 -5.055 1.908
Cl -0.472 3.184 -1.141
H -3.152 1.379 1.877
C -3.219 4.410 1.054
C -0.543 -3.608 0.107
H 6.669 -5.116 1.457
H 5.205 -6.051 1.903
H -2.265 -0.901 -2.434
H 6.490 -3.689 -0.104
H 4.831 0.327 1.165
H 1.150 0.859 -0.801
H 5.006 -4.067 -0.996
H -1.857 2.691 -3.364
H -3.322 3.466 -1.315
C 3.976 0.817 0.664
C -6.164 0.916 -0.578
H -7.013 1.541 -2.465
Gd 1.358 -1.198 1.447
H -0.716 4.268 2.175
C -1.898 1.624 -3.100
N 4.854 -4.131 1.124
C -2.860 1.926 0.963
H 3.024 1.895 -1.621
H -1.762 3.662 3.450
H -5.115 3.073 -3.008
C -4.026 1.887 -0.008
S 2.661 -0.730 3.991
C -5.127 2.508 -2.063
H 0.020 -0.504 -0.376
H 0.442 -3.976 -2.392
H -1.197 1.101 -3.759
C 3.880 -1.800 3.751
N 4.752 -2.596 3.583
O 0.413 -2.788 0.000
C 0.289 0.260 -1.141
C -0.650 -3.982 -2.288
H -2.897 1.257 -3.361
C -5.085 1.018 0.290
C -2.775 5.788 1.342
H 2.467 2.979 -0.317
Cl -0.861 -1.079 2.639
H 5.161 -2.478 -0.165
H -2.196 -5.597 0.233
H 3.321 -4.313 2.498
C -2.511 3.326 1.443
C -4.073 2.684 -1.157
C 5.643 2.507 0.235
H 5.740 -4.690 2.942
H -3.574 -0.034 -1.665
H -2.965 6.089 2.390
N -1.035 -4.314 -0.918
H -4.211 4.322 0.601
C -1.399 3.442 2.429
C -6.189 1.652 -1.766
H -3.288 6.504 0.684
C 3.687 -3.751 1.613
C -2.518 -0.309 -1.548
H -2.372 -5.806 -1.546
N 4.303 1.943 0.058
H -5.009 0.445 1.214
O 2.794 0.335 0.665
H -1.085 -4.751 -2.938
H 5.781 3.291 -0.528
H -0.837 2.500 2.472
H 3.903 3.440 -1.306
O -1.724 1.226 0.457
O 2.963 -2.839 1.125
H -1.046 -3.782 1.072
H -6.985 0.260 -0.315
Si -1.298 1.275 -1.295
H -1.690 5.871 1.150
C -2.262 -5.083 -0.735
H 5.771 2.958 1.229
C 5.402 -3.551 -0.104

C5H8N2O | wB97M-V/def2-TZVPD

The HOMO-LUMO gap is 8.80 eV. The calculation puts the highest occupied orbital energy at -8.97 eV. The net charge is 0. For the calculated total energy, the calculation gives -10337.0102 eV. Its SMILES is C/C=C(C=O)/N=C/N.

Atoms and positions in Å:
H 3.751 -0.097 0.830
H -0.845 -2.537 -1.220
N 0.980 -0.806 -0.204
H -2.230 1.992 -0.823
C 1.718 0.037 0.330
N 3.218 -0.239 0.042
H 1.359 0.813 0.956
H 3.225 -1.417 -0.311
H -2.809 0.708 0.005
H -1.828 2.163 1.028
C -0.765 0.702 -0.266
C -0.356 -0.545 -0.227
O -2.264 -1.723 0.611
H 0.093 1.227 -0.465
C -1.191 -1.710 -0.293
C -2.056 1.432 0.007

C10H15N3 | wB97M-V/def2-TZVPD

The HOMO-LUMO gap is 8.57 eV. The calculation puts the highest occupied orbital energy at -8.32 eV. The net charge is 0. For the calculated total energy, the calculation gives -15075.7624 eV.

Atoms and positions in Å:
H -3.166 0.721 -0.574
C 2.092 0.636 -0.202
C -2.195 -1.246 -0.575
H -3.890 -0.545 1.089
H -0.629 -1.061 -1.993
H -0.011 1.642 1.309
H -1.677 -1.933 0.326
C -1.198 -0.351 -1.331
H -2.748 -2.118 -1.281
H 3.587 2.307 -0.028
H -2.127 0.220 -1.810
H 2.213 -3.192 0.039
C 3.066 -1.328 0.687
N 0.824 -1.601 -0.358
H 2.448 2.452 -2.001
H 4.014 -1.705 0.955
H -2.227 0.985 2.296
C -2.914 -0.073 0.388
C -0.677 1.211 0.609
C 0.912 -0.183 -0.323
H 1.680 2.817 -0.007
C 2.453 2.109 -0.725
C -1.819 0.452 1.371
N 3.048 -0.023 0.573
H -1.273 2.104 0.235
N -0.271 0.513 -0.669
H -1.553 -0.585 1.923
C 2.038 -2.223 0.076

C6H11NO | wB97M-V/def2-TZVPD

The HOMO-LUMO gap is 10.78 eV. The calculation puts the highest occupied orbital energy at -9.75 eV. The net charge is 0. For the calculated total energy, the calculation gives -9935.2005 eV. Its SMILES is C=N[C@]1(C)CO1.C=C.

Atoms and positions in Å:
H -2.417 -1.147 0.277
H 1.863 -0.172 1.622
H 1.714 -0.599 -1.689
N -0.358 -1.184 0.039
H 1.859 1.538 0.970
H 0.605 -0.377 -3.063
H 0.081 2.144 2.552
H -1.371 -2.042 1.532
H 0.087 0.434 3.212
C 0.744 -0.865 -2.101
O -1.555 0.031 -1.706
H -0.272 1.698 -1.777
C -0.743 0.989 -1.106
C -1.433 -1.453 0.628
C 1.450 0.824 1.660
C 0.498 1.148 2.511
H 0.702 -1.942 -2.240
H -1.111 1.397 -0.170
C -0.343 -0.424 -1.151